This record from OMol25 describes a structure of composition C39H41AsFeN2O3. The level of theory is wB97M-V/def2-TZVPD.

Output
2S+1: 6
Kohn-Sham gap (alpha / beta): 8.77 / 7.88 eV
Expectation value of S²: 8.762
Total charge: +1
ΔE to the lowest compared entry with this formula, charge and spin: 37.9 kJ/mol
E: -5345.3194 Eh
HOMO energy (alpha / beta): -10.8 / -10.8 eV
E_LUMO (alpha / beta): -1.997 / -2.891 eV

```
87
Properties=species:S:1:pos:R:3:forces:R:3:mulliken_spin:R:1
Fe -0.1685 -0.3118 -0.5891 -0.08 0.20 0.22 4.222
O 1.5654 -0.8151 -0.5973 0.05 -0.02 -0.19 0.269
C 2.4858 -0.8460 0.4627 -0.22 -0.10 -0.01 -0.058
C 1.8103 -1.6152 1.6376 -0.02 -0.06 -0.14 0.057
C 0.6267 -0.9371 2.2749 0.05 -0.02 -0.04 -0.005
C 0.5873 -0.7227 3.6450 0.03 -0.04 -0.01 0.000
C -0.4858 -0.0548 4.2071 -0.02 0.00 0.01 0.002
C -1.4910 0.4179 3.3830 0.02 0.01 -0.02 -0.002
C -1.4026 0.1825 2.0221 -0.08 0.07 0.06 -0.049
C -2.3620 0.7855 1.0476 -0.12 0.02 -0.01 0.086
C -1.6836 1.9473 0.2438 0.23 -0.16 0.03 0.012
O -0.4646 1.4740 -0.2722 -0.08 0.16 -0.06 0.266
C -1.3935 3.0944 1.2159 -0.01 -0.05 0.11 0.002
C -0.1716 3.1323 1.8823 0.02 0.03 -0.05 0.029
C 0.0732 4.1017 2.8438 0.00 0.03 -0.01 -0.002
C -0.8965 5.0450 3.1521 0.04 0.00 0.03 0.000
C -2.1129 5.0167 2.4880 -0.03 -0.01 -0.03 0.001
C -2.3596 4.0460 1.5268 -0.04 -0.02 0.01 -0.001
C -2.5864 2.4037 -0.8986 -0.05 0.07 0.03 0.001
C -3.9688 2.2519 -0.8810 -0.01 0.00 -0.01 0.000
C -4.7556 2.7654 -1.9084 0.02 -0.01 -0.02 -0.001
C -4.1650 3.4339 -2.9690 0.00 -0.06 -0.02 0.001
C -2.7825 3.5789 -2.9986 0.00 0.01 -0.01 -0.001
C -2.0032 3.0724 -1.9716 0.04 0.00 -0.01 0.008
N -0.3886 -0.5234 1.4972 0.15 0.02 0.08 0.054
C 3.7068 -1.6575 0.0182 0.06 0.00 0.03 0.014
C 3.7844 -2.1702 -1.2701 -0.03 -0.02 0.00 0.010
C 4.8942 -2.9037 -1.6717 0.01 -0.02 0.00 0.000
C 5.9377 -3.1362 -0.7908 0.00 0.00 0.01 -0.001
C 5.8671 -2.6264 0.4987 0.00 0.00 -0.01 0.002
C 4.7619 -1.8917 0.8966 0.03 0.03 0.03 -0.001
C 2.9083 0.5724 0.8344 0.10 -0.05 0.14 0.003
C 2.9606 1.5538 -0.1484 -0.02 0.03 -0.06 -0.007
C 3.4023 2.8326 0.1529 -0.04 0.00 0.00 -0.005
C 3.8029 3.1499 1.4426 -0.02 0.02 0.03 -0.001
C 3.7593 2.1773 2.4297 -0.01 0.02 0.00 0.000
C 3.3157 0.8978 2.1251 -0.03 0.01 0.01 0.004
H 1.4965 -2.5620 1.1920 -0.01 0.01 0.06 -0.018
H 2.5332 -1.8640 2.4124 0.02 0.05 0.00 0.001
H 1.4079 -1.0708 4.2569 0.00 0.01 0.01 -0.001
H -0.5224 0.1227 5.2737 0.00 0.00 0.00 0.000
H -2.3175 0.9958 3.7719 0.00 0.00 0.01 -0.001
H -2.7004 0.0256 0.3339 0.02 -0.01 -0.02 -0.001
H -3.2370 1.1541 1.5807 0.01 0.01 -0.01 0.002
H 0.6003 2.4148 1.6324 0.01 -0.03 -0.03 -0.013
H 1.0312 4.1212 3.3472 0.02 0.00 0.00 0.000
H -0.7018 5.8036 3.8990 0.00 0.00 0.00 0.000
H -2.8720 5.7553 2.7107 0.00 0.00 0.00 0.000
H -3.3125 4.0426 1.0118 0.00 0.00 -0.01 0.000
H -4.4616 1.7617 -0.0508 0.00 -0.01 -0.01 0.000
H -5.8322 2.6587 -1.8639 0.00 -0.01 0.00 0.000
H -4.7753 3.8458 -3.7623 0.00 0.00 0.00 0.000
H -2.3126 4.1053 -3.8198 0.00 0.00 0.01 0.000
H -0.9289 3.2014 -1.9858 0.00 -0.02 0.00 -0.004
H 2.9742 -1.9845 -1.9603 0.00 0.01 0.00 -0.002
H 4.9433 -3.2891 -2.6823 0.00 0.00 0.00 0.000
H 6.8053 -3.7003 -1.1064 0.00 -0.01 0.00 0.000
H 6.6796 -2.7917 1.1942 0.00 0.00 0.00 0.000
H 4.7430 -1.4787 1.8985 -0.01 0.01 -0.02 0.000
H 2.6557 1.3157 -1.1586 -0.02 -0.03 0.01 0.003
H 3.4305 3.5853 -0.6242 0.01 0.00 0.00 0.000
H 4.1457 4.1494 1.6761 0.00 0.00 0.00 0.000
H 4.0745 2.4106 3.4388 0.00 0.00 0.00 0.000
H 3.2994 0.1522 2.9103 -0.01 0.01 0.01 0.000
C -3.7818 -2.1409 -1.9176 -0.06 -0.01 -0.07 0.003
As -2.4177 -1.3415 -2.9905 0.09 0.09 0.10 0.014
C -3.2426 -0.1861 -4.2616 -0.02 0.03 0.00 0.004
C -1.4485 -2.6977 -3.9279 -0.02 0.03 -0.04 0.002
O -1.4056 -0.3916 -2.0549 0.01 -0.27 -0.15 0.072
H -4.4404 -2.7104 -2.5732 -0.04 -0.03 0.06 0.000
H -4.3472 -1.3438 -1.4369 0.01 0.00 0.00 -0.001
H -3.3357 -2.7908 -1.1685 0.04 0.02 -0.03 0.000
H -3.8124 -0.7751 -4.9790 -0.03 0.04 0.00 0.000
H -2.4650 0.3800 -4.7703 0.03 -0.03 -0.01 0.000
H -3.8919 0.5095 -3.7307 0.00 0.01 0.02 0.000
H -2.1313 -3.2208 -4.5964 0.02 -0.03 0.00 0.000
H -1.0087 -3.3920 -3.2172 0.00 0.00 0.05 0.000
H -0.6631 -2.2163 -4.5081 0.00 0.00 0.00 0.000
C 0.1576 -6.2580 -0.7704 0.01 -0.03 0.02 0.000
C 0.2846 -5.1767 0.3050 0.04 0.02 -0.04 0.001
C -0.2883 -3.9032 -0.1234 -0.04 0.03 0.05 0.011
N -0.7257 -2.8929 -0.4485 -0.03 0.08 -0.07 0.018
H 0.6007 -7.1822 -0.4060 0.00 0.00 0.00 0.000
H 0.6796 -5.9656 -1.6800 0.00 0.01 0.00 0.000
H -0.8865 -6.4527 -1.0102 0.00 0.01 0.00 0.000
H 1.3323 -4.9862 0.5490 0.01 -0.02 -0.01 0.001
H -0.2160 -5.4675 1.2296 -0.01 -0.02 -0.01 0.000
```
Forces are in eV/Å.

---

This record from OMol25 describes a cluster of 10 separate species, C30H78N2O26S8 in total. The level of theory is wB97M-V/def2-TZVPD.

Output
Kohn-Sham gap: 9.37 eV
E: -6440.9292 Eh
SMILES: CCOS(C)(=O)=O.CCOS(C)(=O)=O.CCOS(C)(=O)=O.CCOS(C)(=O)=O.CCOS(C)(=O)=O.CCOS(C)(=O)=O.CCOS(C)(=O)=O.CCOS(C)(=O)=O.CNC(C)=O.CNC(C)=O
HOMO energy: -9.4 eV
E_LUMO: -0.032 eV

```
144
Properties=species:S:1:pos:R:3:forces:R:3:lowdin_charge:R:1
C -20.1332 5.6977 -10.3123 0.90 -0.98 -0.25 0.013
C -18.9341 4.7271 -10.3703 -1.61 -0.85 -0.90 -0.488
O -19.1180 3.5429 -10.6998 0.35 0.74 0.21 0.001
N -17.7015 5.2123 -10.2052 -0.87 1.41 1.29 -0.006
C -16.5175 4.4536 -10.3280 1.02 0.10 -0.76 -0.075
H -21.0499 5.1080 -10.3172 0.19 0.03 0.63 0.054
H -20.1786 6.1782 -11.2896 0.26 0.55 0.18 0.075
H -20.0257 6.3731 -9.4635 -0.33 0.18 -0.24 0.083
H -17.5598 6.1201 -9.7856 -0.59 -0.07 -0.20 0.141
H -15.7254 5.1499 -10.0524 0.29 -0.37 0.07 0.089
H -16.4114 4.2716 -11.3974 0.41 -0.78 0.10 0.087
H -16.4751 3.5616 -9.7030 -0.10 -0.05 -0.23 0.093
C -21.3751 -0.3022 -13.6100 0.38 0.13 0.66 0.020
C -21.2843 0.6521 -12.4171 0.59 2.19 -1.39 -0.510
O -21.8476 0.3853 -11.3885 -0.87 -0.61 1.86 0.021
N -20.6791 1.9004 -12.5785 0.25 -2.01 -0.46 0.028
C -19.8870 2.2474 -13.7646 -1.61 0.03 0.68 -0.071
H -21.9812 -1.1486 -13.2867 -0.08 0.18 -0.03 0.071
H -20.3841 -0.6985 -13.8312 0.13 0.09 -0.34 0.071
H -21.8445 0.1515 -14.4829 0.22 0.08 -0.04 0.066
H -20.4693 2.5173 -11.8068 -0.17 -0.40 0.75 0.081
H -20.6990 2.4515 -14.4624 0.72 0.33 -1.01 0.075
H -19.2360 1.4405 -14.1011 0.06 0.28 0.05 0.057
H -19.3656 3.1566 -13.4653 0.30 -0.15 -0.58 0.088
O -22.9790 8.2619 -17.7796 0.03 -1.59 0.80 -0.297
S -23.1833 7.2134 -16.7949 0.18 0.74 1.34 0.678
O -24.1163 6.1188 -17.0333 1.23 1.11 0.11 -0.308
O -21.7160 6.6034 -16.2908 -2.12 0.52 -0.74 -0.251
C -21.4154 5.2349 -16.6171 -2.96 -1.03 -0.87 -0.325
C -20.0104 5.1186 -16.4555 3.00 0.64 -0.32 -0.092
C -23.5889 8.0707 -15.2018 -0.20 -0.41 -1.25 -0.084
H -21.8528 4.9398 -17.5709 0.40 0.53 -0.56 0.123
H -21.8946 4.4881 -15.9840 -0.43 0.55 0.78 0.096
H -19.4817 5.8404 -17.0780 -0.07 0.30 -0.17 0.085
H -19.5790 4.1661 -16.7632 -0.28 -0.22 0.74 0.079
H -19.8385 5.4551 -15.4331 0.73 -0.68 0.19 0.106
H -22.6655 8.4366 -14.7529 -0.10 -0.39 0.03 0.070
H -24.1778 7.3677 -14.6127 0.42 0.02 0.21 0.044
H -24.2100 8.9305 -15.4528 0.00 -0.11 -0.20 0.063
O -22.5480 2.3792 -5.9856 0.33 -0.40 -1.51 -0.288
S -22.2012 2.2987 -7.3884 0.20 -0.83 -0.10 0.663
O -21.7508 3.4901 -8.0750 -0.47 -0.86 0.25 -0.299
O -21.0407 1.1320 -7.5521 -2.40 0.53 1.91 -0.244
C -20.1044 1.2862 -8.5766 0.70 1.28 -1.68 -0.330
C -19.2839 0.0516 -8.7679 -0.28 -0.72 0.45 -0.052
C -23.6060 1.5109 -8.3343 0.84 0.42 0.80 -0.089
H -19.4989 2.1629 -8.3470 0.15 -0.05 -0.14 0.114
H -20.6449 1.4807 -9.5030 0.14 0.19 -0.15 0.086
H -18.8832 -0.2890 -7.8132 0.23 0.03 0.00 0.079
H -18.4786 0.2022 -9.4868 -0.04 0.19 0.07 0.080
H -19.9286 -0.7420 -9.1456 0.03 -0.13 -0.09 0.079
H -23.9977 0.6767 -7.7522 0.28 0.07 0.09 0.066
H -23.2360 1.1585 -9.2971 0.12 0.15 0.03 0.038
H -24.3943 2.2578 -8.4293 0.21 0.11 -0.05 0.060
O -13.2063 -1.4938 -14.1918 -2.59 -0.66 1.40 -0.308
S -14.4742 -1.9050 -13.5659 -0.68 1.10 0.68 0.728
O -14.5089 -2.6288 -12.2794 0.23 1.02 -2.65 -0.315
O -15.3854 -0.4933 -13.3137 1.83 -1.13 -1.36 -0.272
C -16.7059 -0.5279 -12.8102 -1.10 0.37 1.90 -0.302
C -17.0667 0.8924 -12.2989 0.55 -0.97 -0.66 -0.038
C -15.5477 -2.7138 -14.8558 0.79 -0.05 1.51 -0.086
H -16.7424 -1.1834 -11.9400 0.08 -0.24 -0.01 0.097
H -17.5212 -0.8777 -13.4436 0.55 -0.23 -0.87 0.090
H -16.8568 1.6169 -13.0858 0.20 0.19 0.16 0.059
H -16.4614 1.0604 -11.4081 -0.18 0.46 -0.07 0.083
H -18.1351 0.9550 -12.0926 0.08 -0.10 0.31 0.060
H -14.8784 -3.4097 -15.3617 -0.14 0.16 -0.18 0.069
H -16.0198 -1.9624 -15.4888 0.38 0.00 0.13 0.036
H -16.2994 -3.2614 -14.2874 -0.08 0.05 -0.08 0.062
O -19.9745 -4.6909 -15.0548 0.89 0.93 -1.30 -0.276
S -19.6262 -3.6077 -15.9519 1.29 1.09 -0.21 0.673
O -18.8205 -2.4587 -15.4780 -1.78 -1.92 -0.60 -0.326
O -18.8156 -4.1179 -17.3031 -0.89 0.21 0.98 -0.271
C -17.9465 -3.1857 -18.0162 0.92 -1.70 -0.72 -0.258
C -17.1871 -4.0465 -19.0457 -0.06 0.36 0.82 -0.066
C -21.1463 -3.0411 -16.7126 0.87 0.38 0.87 -0.096
H -17.2235 -2.7834 -17.3067 -0.37 0.31 -0.13 0.083
H -18.4048 -2.4561 -18.6839 -0.89 0.45 0.97 0.118
H -16.4643 -3.3514 -19.4730 0.29 -0.29 -0.17 0.080
H -17.8233 -4.4204 -19.8479 -0.08 -0.01 0.18 0.080
H -16.7008 -4.8702 -18.5231 0.15 0.00 -0.28 0.082
H -20.8142 -2.5525 -17.6286 -0.50 0.05 0.03 0.067
H -21.4733 -2.3330 -15.9511 -0.39 0.28 -0.33 0.044
H -21.8937 -3.8269 -16.8218 0.41 -0.04 -0.17 0.085
O -16.9618 4.4692 -14.4409 0.46 -1.93 -2.02 -0.302
S -16.5410 3.6033 -15.5504 0.26 -0.48 -0.11 0.700
O -15.3768 2.7028 -15.4192 -2.38 2.01 -0.35 -0.287
O -17.8587 2.6618 -16.0139 0.84 1.82 0.41 -0.308
C -17.6500 1.6584 -17.0136 0.19 -1.07 -0.41 -0.270
C -17.4830 0.3616 -16.2656 0.20 -0.05 0.72 -0.064
C -16.4039 4.6449 -17.0766 0.15 -0.42 0.79 -0.087
H -16.9052 1.9258 -17.7633 0.69 0.01 0.56 0.109
H -18.5061 1.4852 -17.6657 -0.76 0.92 0.37 0.116
H -18.4256 0.1634 -15.7553 -0.17 -0.21 -0.22 0.066
H -16.7864 0.5075 -15.4401 0.47 -0.24 -0.28 0.065
H -17.2340 -0.5089 -16.8725 0.06 0.18 -0.06 0.069
H -17.3062 5.2330 -17.2441 -0.11 -0.34 0.34 0.048
H -16.2218 3.9780 -17.9193 0.12 0.10 0.14 0.058
H -15.5817 5.3455 -16.9305 0.13 -0.28 0.07 0.072
O -26.0160 -1.4219 -16.9558 0.42 0.09 -0.48 -0.256
S -25.0904 -0.5769 -16.2866 0.25 2.86 1.15 0.662
O -23.8341 -1.0150 -15.7384 -0.29 -0.46 -0.60 -0.305
O -24.7513 0.7747 -17.2527 -2.61 -3.32 1.03 -0.244
C -23.6689 1.5355 -16.8533 1.50 1.94 -1.01 -0.324
C -22.5272 1.2203 -17.8261 0.71 -0.40 0.62 -0.048
C -25.9772 0.2355 -14.9018 0.04 -0.30 -1.14 -0.093
H -23.4516 1.5207 -15.7853 0.30 -0.60 -0.06 0.089
H -23.9728 2.5695 -17.0162 -0.11 0.19 -0.02 0.122
H -22.3647 0.1425 -17.8293 0.06 -0.10 0.06 0.064
H -21.5787 1.6762 -17.5424 0.02 0.16 0.24 0.063
H -22.6944 1.5064 -18.8645 -0.54 0.18 0.17 0.083
H -25.2865 0.8657 -14.3415 -0.02 -0.20 -0.02 0.055
H -26.4339 -0.5615 -14.3150 0.29 0.03 0.09 0.071
H -26.7756 0.8248 -15.3528 0.09 0.03 0.02 0.070
O -23.4078 3.6053 -14.1658 0.26 0.45 0.78 -0.304
S -23.4340 4.3417 -12.9216 0.53 0.13 2.29 0.682
O -22.3340 5.2440 -12.5009 -2.82 -1.85 -1.48 -0.293
O -24.8263 5.1851 -12.8859 2.83 0.99 0.36 -0.271
C -26.0310 4.5929 -13.2361 -1.36 -0.47 -0.98 -0.305
C -26.9847 5.6649 -13.8013 -0.13 -0.79 0.62 -0.042
C -23.7927 3.2179 -11.4696 0.20 0.55 -0.36 -0.085
H -26.4456 4.0907 -12.3620 -0.28 0.29 0.25 0.115
H -25.8681 3.7867 -13.9514 0.06 0.12 -0.37 0.108
H -27.9561 5.1722 -13.8416 -0.18 0.14 -0.16 0.077
H -26.7537 6.0403 -14.7983 0.35 -0.20 0.11 0.078
H -27.0851 6.4991 -13.1071 0.13 0.00 0.00 0.081
H -24.7029 2.6294 -11.5853 0.08 0.03 -0.63 0.065
H -23.9722 3.8446 -10.5960 0.27 0.37 -0.21 0.071
H -22.9616 2.5490 -11.2464 0.15 0.11 -0.41 0.032
O -18.6830 -2.9501 -12.2838 -1.04 -0.20 -0.46 -0.305
S -19.3566 -4.1378 -11.8089 1.76 -0.38 0.08 0.620
O -18.8473 -5.4089 -12.2825 -0.98 0.85 0.27 -0.288
O -19.1345 -4.0885 -10.2281 -1.15 -0.24 -0.70 -0.288
C -17.8097 -4.1653 -9.6710 -0.01 0.05 0.80 -0.251
C -18.0687 -3.7305 -8.2578 0.08 -0.40 0.42 -0.069
C -21.2045 -4.0879 -11.9376 1.30 0.15 0.32 -0.064
H -17.0732 -3.4981 -10.1188 -0.32 -0.03 -0.58 0.121
H -17.4356 -5.1890 -9.6605 -0.15 -0.05 -0.47 0.125
H -18.4298 -2.7021 -8.2420 0.33 0.00 0.23 0.063
H -17.1672 -3.9167 -7.6742 0.03 0.50 0.16 0.086
H -18.8444 -4.3654 -7.8296 -0.07 0.02 0.02 0.083
H -21.6037 -4.4374 -10.9854 0.09 -0.25 -0.20 0.067
H -21.4122 -4.7415 -12.7847 -0.08 0.04 0.19 0.057
H -21.5559 -3.0692 -12.1015 0.33 -0.03 -0.07 0.048
```
Forces are in eV/Å.